{
  "formula": "C16H20I2N2O3S",
  "method": "ωB97M-V/def2-TZVPD",
  "homo_energy_ev": -8.86,
  "total_energy_ha": -1950.0471,
  "largest_force_ha_per_bohr": 0.076,
  "e_lumo_ev": -0.63,
  "gap_ev": 8.2,
  "species": ["C", "C", "C", "C", "C", "C", "S", "O", "C", "C", "C", "C", "N", "C", "O", "N", "O", "C", "C", "C", "I", "C", "C", "I", "H", "H", "H", "H", "H", "H", "H", "H", "H", "H", "H", "H", "H", "H", "H", "H", "H", "H", "H", "H"],
  "coordinates": [[3.114757, -2.717784, 1.739412], [2.722898, -1.617324, 1.361238], [1.988669, -0.263996, 1.005736], [3.260284, 0.630146, 0.638568], [4.057108, 1.220522, -0.101430], [1.382321, 0.593493, 2.268396], [2.325529, 2.148077, 2.723608], [0.084210, 0.916542, 1.761781], [-0.223284, 0.786899, 0.330344], [-1.776306, 0.548085, 0.117335], [-2.205494, 0.046318, -1.322069], [-3.828543, -0.027094, -1.318806], [-4.250263, -1.010820, -2.358490], [-0.009587, 2.293917, -0.137490], [-0.324281, 2.562930, -1.527500], [0.717038, 3.380326, -1.993344], [0.463808, 4.490409, -1.682540], [0.821436, -0.339140, -0.108217], [1.444450, 0.012117, -1.554130], [0.292496, -1.840564, -0.299193], [0.435825, -2.923576, -2.204550], [-0.312463, -2.579950, 0.731001], [-0.482166, -2.024061, 2.190182], [-1.039671, -4.617702, 0.393830], [3.607317, -3.727418, 1.781706], [4.742624, 2.017903, -0.499037], [1.412619, 0.047083, 3.260143], [2.301453, 3.019554, 1.659653], [-2.260974, -0.140952, 0.873804], [-2.279742, 1.563440, 0.269261], [-1.940117, 0.733754, -2.176743], [-1.865598, -0.992677, -1.597072], [-4.091039, -0.459864, -0.298371], [-4.296107, 0.992374, -1.438194], [-3.666523, -0.922860, -3.203383], [-4.103017, -1.941392, -1.938495], [1.107622, 2.513261, -0.009832], [-0.529648, 2.985605, 0.601421], [2.317393, -0.662611, -1.817052], [0.641562, 0.020283, -2.363767], [1.876507, 1.067576, -1.580488], [0.497857, -1.831481, 2.732721], [-0.997183, -2.838636, 2.803292], [-1.133780, -1.110721, 2.286744]],
  "forces_ev_per_angstrom": [[0.33, 0.65, -1.34], [-1.51, -0.25, 0.65], [3.70, 0.40, 1.18], [-0.54, -0.38, -3.11], [-0.59, 0.35, 1.56], [-0.38, 0.11, -2.27], [-0.27, -0.04, 0.54], [-0.80, -0.10, 1.18], [-0.09, 0.22, 0.93], [-0.12, 0.04, -0.33], [-1.49, 0.44, 0.11], [1.63, -0.87, 0.30], [-0.07, 0.27, 0.69], [2.17, -0.35, 0.68], [-0.46, -1.50, 1.05], [-0.73, 2.18, 0.35], [1.08, -0.58, -0.80], [1.17, -0.37, -2.51], [0.24, 1.34, -0.11], [-1.69, -1.43, 2.40], [0.22, 1.04, 0.78], [1.15, 1.87, -1.21], [-0.56, -1.23, 0.74], [0.31, 1.31, 0.76], [-0.89, 1.78, 0.24], [-1.01, -1.58, 0.59], [-0.52, 0.51, -1.26], [-0.26, -1.06, 0.34], [0.93, 0.64, -0.78], [0.66, -1.32, -0.09], [0.12, -0.58, 1.10], [-0.12, 1.12, 0.62], [-0.10, 0.67, -1.31], [0.46, -1.14, 0.01], [-0.38, -0.13, 0.69], [-0.02, 0.61, -0.70], [-1.38, -0.32, -0.12], [0.27, -0.97, -1.13], [-1.31, 0.62, 0.37], [1.04, -0.36, 1.20], [-0.62, -1.44, 0.30], [-1.09, -0.30, -1.04], [0.69, 1.10, -0.80], [0.83, -0.95, -0.43]]
}

=====

{
  "formula": "C16H20IrNOS",
  "method": "ωB97M-V/def2-TZVPD",
  "homo_energy_ev": [2.79, 0.00],
  "multiplicity": 5,
  "total_energy_ha": -1253.6897,
  "relative_energy_kcal_mol": 84.80,
  "total_charge": -2,
  "largest_force_ha_per_bohr": 0.316,
  "s_squared": 6.026,
  "e_lumo_ev": [4.61, 4.55],
  "gap_ev": [1.8, 4.6],
  "species": ["Ir", "C", "C", "C", "H", "C", "C", "H", "H", "H", "H", "C", "C", "C", "H", "C", "C", "H", "H", "H", "H", "O", "C", "C", "C", "C", "C", "H", "H", "H", "H", "H", "H", "H", "H", "H", "H", "S", "C", "N"],
  "coordinates": [[0.000000, 0.000000, 0.000000], [1.816800, 0.198500, 1.481200], [2.290700, -0.634200, 0.442600], [2.330400, 0.119100, -0.737400], [2.512900, -1.680900, 0.537000], [1.872000, 1.420400, -0.454500], [1.585500, 1.474200, 0.928500], [1.244400, 2.338400, 1.469200], [1.658000, -0.098200, 2.503400], [2.610500, -0.253000, -1.707400], [1.777700, 2.231900, -1.156300], [-2.151500, 0.078300, 1.086600], [-1.454500, 1.231300, 1.471800], [-1.235300, 2.014800, 0.314300], [-1.123200, 1.465000, 2.469500], [-1.781200, 1.334400, -0.786300], [-2.342000, 0.125300, -0.306400], [-2.787200, -0.653200, -0.899200], [-2.412400, -0.744700, 1.725700], [-0.730200, 2.963900, 0.274600], [-1.791700, 1.692600, -1.800300], [-0.083500, -0.984000, -1.997800], [-0.199100, -0.625700, -3.438800], [0.490800, -1.948600, -3.806000], [0.550000, 0.637100, -3.765300], [-1.651800, -0.570500, -3.845700], [0.404800, -2.317600, -2.331600], [1.505700, -1.819300, -4.172200], [-0.062700, -2.585200, -4.490400], [-0.330900, -3.068300, -2.061700], [1.335800, -2.535400, -1.818600], [0.536000, 0.803100, -4.842000], [1.585800, 0.581500, -3.443600], [0.090300, 1.496700, -3.283600], [-1.749100, -0.848100, -4.895000], [-2.067600, 0.425200, -3.721900], [-2.244400, -1.264600, -3.254100], [0.000000, 0.000000, 4.935600], [0.000000, 0.000000, 3.315600], [0.000000, 0.000000, 2.000000]],
  "forces_ev_per_angstrom": [[0.37, -0.81, -2.53], [4.97, 0.11, 0.05], [0.56, -0.61, 0.50], [0.30, -0.05, -0.87], [0.21, -0.16, 0.05], [0.73, 0.30, -0.08], [1.68, 0.77, -0.01], [-0.21, 0.05, 0.06], [2.56, 0.17, -0.85], [0.00, -0.06, -0.11], [-0.05, 0.05, -0.10], [-1.65, -0.15, 0.08], [-3.14, 3.03, 0.20], [-0.92, 0.75, 0.59], [-1.10, 1.04, -0.62], [-0.63, -0.18, -0.48], [-0.75, -0.19, -0.73], [-0.18, -0.01, -0.12], [-0.03, -0.06, 0.09], [0.09, 0.08, 0.00], [0.06, -0.04, -0.15], [0.04, -0.38, -1.66], [0.16, -0.29, 0.45], [-0.13, -0.08, -0.15], [0.07, 0.04, -0.11], [-0.08, 0.00, -0.25], [-0.03, 0.50, 0.14], [0.08, 0.00, -0.02], [-0.05, -0.04, -0.08], [-0.19, -0.12, -0.01], [0.15, 0.07, 0.09], [-0.05, -0.04, -0.10], [0.11, -0.05, 0.01], [-0.09, 0.12, 0.12], [0.01, 0.01, -0.07], [-0.12, 0.17, 0.10], [-0.02, -0.15, -0.01], [0.15, 0.23, 0.10], [-1.24, -1.23, -9.46], [-1.63, -2.76, 15.95]]
}

=====

{
  "formula": "C16H20N2O",
  "method": "ωB97M-V/def2-TZVPD",
  "homo_energy_ev": -7.50,
  "total_energy_ha": -806.3296,
  "relative_energy_kcal_mol": 95.00,
  "largest_force_ha_per_bohr": 0.034,
  "smiles": "CC#CCN(C)Cc1cc2cc(OC)ccc2n1C",
  "e_lumo_ev": 0.76,
  "gap_ev": 8.3,
  "species": ["C", "C", "C", "C", "N", "C", "C", "C", "C", "C", "C", "C", "O", "C", "C", "C", "C", "N", "C", "H", "H", "H", "H", "H", "H", "H", "H", "H", "H", "H", "H", "H", "H", "H", "H", "H", "H", "H", "H"],
  "coordinates": [[5.451452, 0.335971, 1.595175], [4.738650, -0.447987, 0.582418], [4.122125, -1.095042, -0.229375], [3.334061, -1.846022, -1.188457], [1.925187, -1.461188, -1.226965], [1.196700, -1.828751, -2.483565], [1.138404, -1.784740, 0.010391], [-0.063976, -0.893980, 0.151510], [-0.155285, 0.397692, -0.362683], [-1.466881, 0.847344, -0.016330], [-2.092471, 2.066775, -0.251861], [-3.409200, 2.293794, 0.176847], [-4.061587, 3.520796, -0.007998], [-3.418676, 4.581284, -0.704962], [-4.096404, 1.249825, 0.783383], [-3.467836, 0.024716, 1.057900], [-2.150250, -0.148253, 0.672120], [-1.249132, -1.204779, 0.851178], [-1.480217, -2.421902, 1.695432], [5.703053, 1.317897, 1.194965], [4.858723, 0.472032, 2.499196], [6.398521, -0.108409, 1.873413], [3.474924, -2.912482, -0.960647], [3.689361, -1.691780, -2.200239], [1.673546, -1.388563, -3.388720], [1.146517, -2.913549, -2.610443], [0.172315, -1.459913, -2.449485], [0.820139, -2.804822, -0.043352], [1.723974, -1.612919, 0.921461], [0.571967, 0.937985, -1.005844], [-1.566437, 2.880583, -0.705482], [-2.951425, 4.228164, -1.598292], [-4.159831, 5.356453, -0.979925], [-2.649573, 5.039701, -0.081466], [-5.113536, 1.392185, 1.073833], [-4.015995, -0.785497, 1.556373], [-0.503754, -2.692680, 2.129851], [-1.923874, -3.251898, 1.135546], [-2.143280, -2.188041, 2.535100]],
  "forces_ev_per_angstrom": [[0.00, 0.24, -0.32], [-0.38, -0.49, -0.24], [0.50, 0.94, 0.80], [-0.87, -0.55, -0.25], [-1.25, 0.53, 0.31], [0.86, 0.19, 0.63], [0.31, 0.85, -0.79], [-0.45, 1.63, -0.37], [0.08, -1.05, 0.05], [0.09, 1.00, -0.54], [-1.10, 0.72, 0.36], [1.20, 0.75, -0.92], [-0.23, -0.79, 0.20], [-0.24, 0.04, 0.61], [0.26, -0.80, 0.42], [-0.68, 0.19, 0.20], [0.76, -0.69, 0.38], [0.17, -0.97, -0.09], [0.61, 1.09, -0.48], [-0.14, 0.11, 0.03], [-0.06, -0.04, -0.06], [0.13, -0.34, 0.06], [-0.05, -0.19, -0.11], [0.36, 0.06, -0.17], [-0.09, -0.23, 0.78], [0.04, -0.24, -0.11], [0.10, 0.12, 0.19], [-0.20, -1.07, 0.25], [0.43, -0.29, -0.39], [-0.59, -0.73, 0.78], [0.39, 0.16, -0.29], [0.28, -0.27, -0.79], [0.18, -0.66, 0.36], [0.06, 0.06, 0.09], [-0.52, 0.10, 0.14], [0.16, 0.46, -0.20], [-0.47, -0.17, -0.26], [0.23, 0.13, -0.02], [0.09, 0.20, -0.26]]
}